(1)
The following is a quantum chemistry calculation of a structure of composition C21H25BBrN7O2Ru at a distorted geometry, from the Open Molecules 2025 dataset.

## Properties
Charge: +1
Multiplicity: 2
Largest force on an atom, eV Å⁻¹: 1.427
Kohn-Sham gap (alpha / beta), eV: 7.693 / 7.125
⟨S²⟩: 0.7553

Atoms and positions in Å:
Ru 0.60 -0.72 -0.51
C 3.40 0.75 1.05
C 2.03 1.05 1.55
C 1.67 1.88 2.61
C 0.29 1.88 2.66
C -0.62 2.57 3.62
N -0.16 1.09 1.68
N 0.91 0.57 1.00
B -1.58 0.71 1.23
N -1.73 1.02 -0.28
N -0.95 0.40 -1.21
C -1.43 0.71 -2.42
C -0.87 0.13 -3.68
C -2.50 1.57 -2.27
C -2.66 1.75 -0.90
C -3.69 2.56 -0.18
N -1.68 -0.81 1.40
N -0.95 -1.56 0.54
C -1.27 -2.84 0.72
C -0.69 -3.93 -0.12
C -2.22 -2.92 1.74
C -2.45 -1.62 2.15
C -3.33 -1.11 3.24
H 3.88 1.66 0.70
H 3.36 0.04 0.23
H 4.01 0.31 1.84
H 2.34 2.43 3.25
H -0.04 3.19 4.30
H -1.19 1.85 4.20
H -1.34 3.20 3.09
H -2.43 1.27 1.85
H -0.26 -0.75 -3.49
H -0.27 0.87 -4.22
H -1.69 -0.16 -4.34
H -3.10 2.02 -3.05
H -4.31 3.09 -0.90
H -3.23 3.28 0.49
H -4.34 1.92 0.42
H -0.12 -3.53 -0.96
H -1.49 -4.55 -0.52
H -0.02 -4.56 0.47
H -2.68 -3.81 2.13
H -4.03 -1.89 3.55
H -3.91 -0.24 2.92
H -2.74 -0.81 4.11
Br 1.52 2.21 -2.04
C 2.31 0.61 -2.68
C 3.36 0.71 -3.57
C 4.31 -0.30 -3.55
C 4.25 -1.29 -2.58
C 3.16 -1.32 -1.73
N 2.16 -0.43 -1.85
C 3.00 -2.28 -0.57
O 3.85 -3.09 -0.33
O 1.91 -2.05 0.14
H 3.46 1.56 -4.22
H 5.15 -0.27 -4.24
H 5.03 -2.03 -2.46

natural (NBO) population analysis, charges in e, atoms 1 to 4: Ru 1.1483; C -0.6343; C 0.2162; C -0.3358

---

(2)
The following is a quantum chemistry calculation of a structure of composition C38H33N5OPSZn at a distorted geometry, from the Open Molecules 2025 dataset.

## Properties
Charge: -1
Largest force on an atom, eV Å⁻¹: 1.989
Kohn-Sham gap (alpha / beta), eV: 5.755 / 5.752

Atoms and positions in Å:
Zn 0.37 1.15 -2.12
C -3.63 4.85 -1.15
C -3.85 3.49 -1.23
C -2.85 2.59 -0.90
C -1.59 3.05 -0.50
C -1.38 4.43 -0.44
C -2.39 5.32 -0.75
N -0.55 2.18 -0.32
C 0.32 2.30 0.65
C 0.08 3.00 1.88
C 1.00 3.00 2.88
C 2.23 2.33 2.74
C 2.53 1.69 1.57
C 1.61 1.68 0.50
N 1.90 1.28 -0.73
N 3.13 0.98 -1.04
C 3.33 0.72 -2.36
C 4.66 0.70 -2.82
C 4.90 0.50 -4.16
C 3.82 0.31 -5.02
C 2.54 0.32 -4.48
N 2.30 0.52 -3.20
H -4.42 5.55 -1.41
H -4.81 3.11 -1.56
H -3.03 1.53 -0.96
H -0.39 4.79 -0.20
H -2.21 6.38 -0.68
H -0.87 3.50 2.01
H 0.79 3.51 3.81
H 2.94 2.34 3.55
H 3.48 1.19 1.43
H 5.45 0.86 -2.11
H 5.91 0.50 -4.54
H 3.97 0.16 -6.07
H 1.68 0.19 -5.11
C -1.30 0.24 3.28
C -2.31 -0.75 2.81
C -3.49 -0.96 3.51
C -4.43 -1.87 3.08
C -4.21 -2.57 1.90
C -3.04 -2.37 1.18
C -2.07 -1.49 1.64
P -0.57 -1.05 0.67
C 0.90 -1.86 1.46
C 1.99 -1.68 0.60
C 3.25 -2.11 0.92
C 3.46 -2.74 2.14
C 2.39 -2.95 2.98
C 1.10 -2.55 2.66
C 0.00 -2.95 3.60
C -0.62 -2.25 -0.72
C -0.40 -3.60 -0.48
C -0.29 -4.50 -1.52
C -0.40 -4.03 -2.82
C -0.64 -2.70 -3.07
C -0.76 -1.76 -2.03
C -1.07 -0.36 -2.31
H -1.49 0.54 4.30
H -1.34 1.13 2.64
H -0.29 -0.15 3.20
H -3.67 -0.39 4.42
H -5.33 -2.04 3.65
H -4.95 -3.27 1.54
H -2.89 -2.90 0.25
H 1.80 -1.20 -0.35
H 4.07 -1.96 0.23
H 4.45 -3.08 2.41
H 2.56 -3.47 3.92
H -0.05 -2.27 4.45
H 0.19 -3.95 3.99
H -0.97 -2.95 3.11
H -0.32 -3.95 0.55
H -0.13 -5.55 -1.32
H -0.32 -4.73 -3.64
H -0.76 -2.36 -4.09
H -1.81 -0.01 -1.59
H -1.49 -0.27 -3.31
O -1.72 3.11 -4.25
S -0.47 3.71 -3.75
N 0.48 2.86 -3.01

Löwdin population analysis, charges in e, atoms 1 to 4: Zn 0.5240; C -0.1148; C -0.0952; C -0.0228

---

(3)
The following is a quantum chemistry calculation of a cluster of 7 separate species, C20H44BrNO25PS6 in total at a distorted geometry, from the Open Molecules 2025 dataset.

## Properties
Charge: +1
Largest force on an atom, eV Å⁻¹: 1.911
Kohn-Sham gap, eV: 9.897

Atoms and positions in Å:
C 1.61 0.31 5.17
C 1.72 0.17 3.63
C 2.80 1.04 2.95
Br 4.57 0.53 3.64
P 2.62 2.87 3.17
C 2.74 3.43 4.95
N 3.41 4.75 4.95
C 1.14 3.60 2.28
C -0.07 3.91 3.19
C -0.86 2.64 3.65
C -2.41 2.91 3.76
O -2.86 2.39 5.00
H 1.22 1.27 5.52
H 2.56 0.08 5.68
H 0.90 -0.46 5.51
H 2.00 -0.88 3.44
H 0.72 0.29 3.20
H 2.75 0.86 1.87
H 3.76 3.45 2.54
H 1.76 3.45 5.44
H 3.43 2.71 5.42
H 3.80 4.90 5.87
H 4.22 4.69 4.34
H 0.89 2.98 1.41
H 1.50 4.56 1.89
H 0.18 4.56 4.04
H -0.78 4.50 2.58
H -0.73 1.89 2.86
H -0.52 2.32 4.64
H -2.92 2.33 2.97
H -2.59 3.99 3.69
H -2.40 1.57 5.19
C -4.83 -0.06 2.70
C -6.13 -0.78 3.01
O -6.39 -1.58 1.85
S -4.98 -2.06 1.21
O -4.69 -3.38 1.67
O -4.98 -1.71 -0.18
O -4.03 -1.02 2.00
H -5.01 0.79 2.03
H -4.32 0.28 3.60
H -6.95 -0.10 3.19
H -6.02 -1.45 3.87
C -4.41 0.00 -3.29
C -2.89 -0.01 -3.27
O -2.51 0.86 -4.33
S -3.60 2.04 -4.48
O -3.12 3.19 -3.78
O -4.03 2.10 -5.84
O -4.76 1.36 -3.59
H -4.80 -0.64 -4.08
H -4.83 -0.30 -2.33
H -2.49 -1.01 -3.43
H -2.50 0.40 -2.33
C -8.23 -1.11 8.33
C -7.05 -2.06 8.19
O -6.40 -1.65 6.98
S -6.57 -0.05 6.80
O -5.39 0.59 7.27
O -7.10 0.19 5.49
O -7.74 0.16 7.89
H -9.06 -1.41 7.68
H -8.59 -1.04 9.35
H -7.36 -3.10 8.13
H -6.35 -1.93 9.02
C 2.97 -3.12 -0.45
C 3.22 -2.58 -1.84
O 2.62 -1.27 -1.83
S 2.75 -0.64 -0.36
O 3.88 0.23 -0.32
O 1.46 -0.21 0.07
O 3.14 -1.99 0.42
H 1.95 -3.49 -0.34
H 3.67 -3.91 -0.18
H 2.78 -3.20 -2.61
H 4.29 -2.46 -2.04
C 3.27 -0.91 -6.28
C 3.26 -2.07 -7.25
O 4.17 -3.02 -6.68
S 4.11 -2.93 -5.08
O 3.23 -3.95 -4.60
O 5.44 -2.76 -4.58
O 3.34 -1.51 -4.98
H 4.15 -0.28 -6.41
H 2.37 -0.30 -6.36
H 3.59 -1.78 -8.25
H 2.28 -2.53 -7.31
C 7.20 -0.95 -10.01
C 7.43 -2.38 -10.47
O 6.12 -2.90 -10.71
S 5.16 -1.70 -11.23
O 5.09 -1.75 -12.65
O 3.99 -1.68 -10.41
O 6.11 -0.47 -10.80
H 6.90 -0.92 -8.96
H 8.08 -0.32 -10.15
H 7.95 -2.98 -9.73
H 7.98 -2.40 -11.41

Löwdin population analysis, charges in e, atoms 1 to 4: C -0.1177; C -0.3099; C -0.7979; Br 0.7541